Formula: C102H193N13O29
Source: OMol25
Level of theory: ωB97M-V with the def2-TZVPD basis set

Properties
- HOMO energy: -13.8 eV
- Max |F|: 0.0964 Eh/bohr
- Gap between HOMO and LUMO: 6.508 eV

Geometry as ORCA input:
```
! RIJCOSX wB97M-V def2-TZVPD def2/J DEFGRID3
* xyz 4 1
C -7.7547 5.2278 5.9959
N -6.5151 5.2454 5.3116
C -5.8776 4.0806 5.3253
C -4.8402 3.8392 4.4899
C -4.3155 4.9122 3.7497
C -4.9314 6.1960 3.8526
C -6.0746 6.2995 4.6629
C -3.1219 4.6922 2.9381
C -1.8751 5.0279 3.4400
C -0.7857 4.8919 2.6518
N -0.8630 4.5524 1.3777
C -2.0693 4.2187 0.8136
C -3.1660 4.2163 1.6191
C 0.3444 4.1779 0.6287
H -8.4651 4.6191 5.5026
H -8.0697 6.2497 6.1307
H -7.6259 4.8090 6.9819
H -6.2812 3.3880 6.0179
H -4.3073 2.9115 4.6321
H -4.5569 7.1272 3.4988
H -6.6268 7.2223 4.6526
H -1.7951 5.2802 4.4813
H 0.2217 4.9548 3.0317
H -2.0128 3.9894 -0.2538
H -4.1729 3.9327 1.2123
H 1.0661 3.8483 1.3369
H 0.6728 5.0350 0.0677
H 0.0893 3.3456 0.0029
C 5.8222 -0.8027 -4.4869
N 5.5154 0.3493 -3.6412
C 6.5592 1.0035 -3.1539
C 6.3773 2.1925 -2.5138
C 5.1077 2.5991 -2.2412
C 4.0144 1.8930 -2.7158
C 4.2454 0.7482 -3.4093
C 4.8390 3.8196 -1.4959
C 5.5681 4.9890 -1.7540
C 5.2465 6.0934 -1.0206
N 4.4712 5.9939 0.1398
C 3.8611 4.8338 0.4970
C 3.9685 3.7560 -0.4127
C 4.4140 7.0768 1.0683
H 6.5202 -1.4588 -3.9918
H 6.4080 -0.5523 -5.4206
H 4.9261 -1.3548 -4.8811
H 7.4731 0.5432 -3.3850
H 7.2376 2.6468 -2.0300
H 2.9834 2.2805 -2.5305
H 3.3869 0.1185 -3.7477
H 6.1771 5.1892 -2.6031
H 5.6564 7.0850 -1.2498
H 3.2803 4.8009 1.3492
H 3.4307 2.8730 -0.1603
H 4.3893 8.0143 0.5223
H 5.2947 7.0202 1.7068
H 3.5360 6.8857 1.7006
C 5.3965 1.3560 2.7006
N 4.0730 1.0929 2.0228
C 2.9736 1.6051 2.5576
C 1.7337 1.3431 2.0286
C 1.6643 0.4602 0.9647
C 2.8464 0.0417 0.3909
C 4.0911 0.4447 0.8550
C 0.3209 0.0324 0.4932
C -0.2937 0.6530 -0.5737
C -1.6624 0.3902 -0.8195
N -2.3107 -0.4774 -0.0449
C -1.6971 -1.2347 0.9004
C -0.3567 -0.9830 1.1751
C -3.7422 -0.5689 -0.3542
H 5.5120 0.4756 3.3531
H 5.4299 2.3093 3.2604
H 6.1951 1.5006 1.9303
H 3.0387 2.2662 3.4032
H 0.8259 1.8821 2.3565
H 2.7097 -0.6203 -0.4885
H 5.0586 0.2697 0.3598
H 0.1674 1.3867 -1.1943
H -2.2423 0.8750 -1.6098
H -2.4001 -1.9449 1.3172
H 0.0579 -1.6200 1.9146
H -3.8793 -1.4917 -0.9443
H -3.9975 0.3200 -0.9164
H -4.3402 -0.6628 0.5071
C 1.2062 -4.0445 6.0060
C -0.2013 -4.3811 6.3197
N -1.2114 -4.3652 5.2393
C -1.3403 -2.9534 4.6401
C -0.8198 -5.2917 4.1499
C -0.8513 -6.7549 4.4767
C -2.5528 -4.8088 5.7475
C -3.1721 -3.8066 6.6818
O -2.3609 -3.7360 7.8421
C -2.8071 -2.8249 8.8090
H 1.7259 -4.7423 5.3771
H 1.8133 -3.8359 6.8775
H 1.2457 -3.1495 5.3970
H -0.5586 -3.7000 7.0466
H -0.2220 -5.3813 6.7289
H -0.6064 -2.7742 3.8597
H -1.2908 -2.2495 5.4637
H -2.3793 -2.8919 4.1949
H 0.1647 -4.9384 3.7833
H -1.3852 -5.0459 3.1837
H -1.9074 -7.0578 4.5811
H -0.2571 -6.9434 5.3561
H -0.4234 -7.3483 3.6895
H -2.3852 -5.7122 6.2883
H -3.2374 -4.9872 4.9015
H -4.1253 -4.2757 6.9947
H -3.3986 -2.8020 6.2488
H -2.7920 -3.3943 9.7500
H -3.8979 -2.6332 8.6289
H -2.2873 -1.9178 8.8005
C 5.3891 -7.0914 1.4852
C 5.0723 -5.6485 1.7173
N 5.7008 -4.6173 0.8500
C 7.1695 -4.7855 0.7919
C 5.0986 -4.7794 -0.5573
C 5.8933 -3.9669 -1.5520
C 5.3241 -3.2535 1.2950
C 5.8112 -2.7163 2.6564
O 4.7225 -2.0128 3.1959
C 3.7032 -2.9545 3.6313
H 4.6597 -7.7610 1.9486
H 6.4145 -7.3172 1.8580
H 5.3914 -7.3233 0.4239
H 5.4707 -5.4211 2.7138
H 4.0292 -5.4192 1.6394
H 7.6427 -3.9962 0.2858
H 7.3467 -5.7215 0.2498
H 7.5727 -4.8858 1.8001
H 4.0552 -4.3488 -0.4579
H 5.0349 -5.8371 -0.8404
H 5.5908 -2.9412 -1.5090
H 5.5285 -4.3388 -2.5313
H 6.9609 -4.0953 -1.4834
H 4.2699 -3.2946 1.3584
H 5.5561 -2.5723 0.4486
H 6.6264 -2.0181 2.5826
H 6.2067 -3.4925 3.3504
H 3.5895 -3.0070 4.7476
H 3.8646 -3.8486 3.0346
H 2.7202 -2.5562 3.3021
C -5.4435 -3.6708 -3.9781
C -6.3165 -2.7475 -3.1397
N -7.2995 -3.4726 -2.1820
C -8.0179 -4.5015 -2.9452
C -6.5862 -4.0405 -1.0282
C -7.4531 -4.9881 -0.1431
C -8.2316 -2.4074 -1.6962
C -9.4598 -2.1210 -2.4948
O -9.1392 -1.9642 -3.8901
C -10.0347 -1.3183 -4.8596
H -5.9751 -4.2599 -4.7309
H -4.9036 -4.4308 -3.3873
H -4.7187 -2.9910 -4.4921
H -7.0097 -2.1279 -3.6898
H -5.7141 -2.1352 -2.5290
H -8.8165 -4.8387 -2.2536
H -7.3745 -5.4264 -3.0003
H -8.4076 -4.0778 -3.8155
H -6.3127 -3.2354 -0.3152
H -5.6624 -4.5203 -1.4408
H -7.7075 -5.9346 -0.5995
H -8.3345 -4.4394 0.2608
H -6.7305 -5.1470 0.6045
H -7.6374 -1.4990 -1.5955
H -8.5921 -2.6171 -0.6897
H -9.8883 -1.2696 -2.0245
H -10.1751 -3.0056 -2.3617
H -9.3670 -0.9773 -5.5949
H -10.5960 -0.4423 -4.4979
H -10.7255 -2.1264 -5.1555
C -1.1790 -6.1484 -7.2207
O -0.8120 -5.3189 -6.1211
C -0.5301 -4.0048 -6.5991
C -0.4709 -3.0764 -5.4259
N -1.7817 -3.0539 -4.7787
H -2.8516 -1.7645 -5.9728
H -2.2388 -3.9441 -4.9765
C -1.9377 -2.6874 -3.3494
C -1.9327 -3.8395 -2.4429
O -2.8135 -3.6379 -1.3809
C -2.6480 -4.4628 -0.2234
H -2.1734 -5.8172 -7.4751
H -1.2827 -7.1883 -6.8574
H -0.5042 -6.1961 -8.0969
H -1.3468 -3.6952 -7.2601
H 0.4299 -3.9695 -7.1863
H -0.3194 -1.9940 -5.8251
H 0.4267 -3.3407 -4.7858
H -2.8782 -2.0387 -3.2542
H -1.0874 -2.0587 -3.0771
H -0.9107 -4.0065 -2.0775
H -2.1953 -4.8274 -2.8925
H -3.3999 -4.1637 0.5321
H -1.6200 -4.3768 0.1772
H -2.7695 -5.5102 -0.4920
C 13.9289 4.1515 6.1918
O 12.5554 4.4476 5.8099
C 11.6675 4.1481 6.8405
C 10.3429 3.9662 6.2806
N 10.1102 5.0962 5.2829
H 10.3722 5.9278 5.8511
H 10.7637 4.9697 4.5311
C 8.7111 5.2407 4.7159
C 8.2265 3.9949 3.9931
O 9.2780 3.7961 3.0533
C 9.1620 2.6222 2.1785
H 14.4996 4.7628 5.4740
H 14.1705 3.0958 6.0728
H 14.0785 4.5364 7.2250
H 11.6307 5.0083 7.5468
H 11.9315 3.3113 7.5138
H 9.6258 4.0943 7.0867
H 10.2533 2.9948 5.7143
H 8.6965 6.0924 3.9712
H 8.1043 5.5028 5.6012
H 7.2658 4.1648 3.4829
H 8.0797 3.1555 4.6885
H 9.3709 1.7600 2.7373
H 9.8647 2.7471 1.3422
H 8.1968 2.6868 1.7628
C -9.3620 4.9406 -3.8192
O -8.1289 4.4590 -3.4009
C -8.1962 4.1081 -2.0359
C -6.7421 3.8784 -1.5574
N -6.1186 2.7136 -2.2599
H -6.6240 1.5067 -1.0544
H -6.5193 2.7912 -3.1813
C -4.6496 2.6981 -2.3503
C -4.1254 3.7913 -3.3489
O -4.6964 3.3892 -4.6304
C -4.5128 4.2069 -5.7257
H -10.0774 4.0943 -3.7781
H -9.1746 5.2673 -4.8192
H -9.7278 5.7329 -3.1229
H -8.9412 3.3275 -1.8825
H -8.5854 4.9446 -1.4399
H -6.6708 3.7653 -0.4558
H -6.1882 4.8324 -1.7636
H -4.3654 1.6722 -2.6508
H -4.1556 2.8673 -1.3321
H -3.0158 3.8550 -3.2973
H -4.4624 4.7766 -3.0558
H -4.8985 5.2062 -5.5384
H -5.0437 3.8107 -6.6121
H -3.4563 4.3406 -6.0004
C -1.9538 1.3163 -7.9103
O -1.3996 0.7061 -6.7734
C -1.2891 1.6307 -5.6315
C -0.6380 0.8047 -4.5207
N 0.7086 0.3024 -4.9921
H 1.0954 -0.1223 -4.0905
H 0.5693 -0.3766 -5.6894
C 1.7110 1.3383 -5.3996
C 1.9043 1.6216 -6.8890
O 2.1826 0.3459 -7.5194
C 2.0643 0.2393 -8.8790
H -2.5039 2.2108 -7.7017
H -2.5813 0.5320 -8.4415
H -1.1028 1.6651 -8.6034
H -2.2175 2.1162 -5.3083
H -0.5804 2.4370 -6.0302
H -1.2865 0.0097 -4.2552
H -0.5125 1.3977 -3.6170
H 2.6013 0.8422 -5.0376
H 1.5305 2.3202 -4.9264
H 2.7105 2.3826 -7.0102
H 0.9901 2.0661 -7.3687
H 1.7703 -0.7738 -9.1388
H 3.0041 0.4539 -9.4285
H 1.3270 0.9431 -9.3287
C -7.2767 0.2844 1.8462
C -6.6287 1.1305 0.8004
O -5.9505 2.0961 1.1088
O -6.9116 0.7604 -0.4598
H -7.3164 -0.7772 1.5508
H -8.2784 0.6479 2.0525
H -6.7192 0.2909 2.7726
C 8.4999 -1.2132 -0.2538
C 7.1455 -0.4546 -0.2799
O 7.0695 0.6210 0.3638
O 6.2616 -0.8765 -1.0494
H 8.6760 -1.6454 -1.2717
H 8.5365 -1.8969 0.5886
H 9.2503 -0.4564 -0.1338
C 1.2339 -5.7560 0.8206
C 1.5183 -4.3736 1.3743
O 0.7189 -3.8898 2.2194
O 2.5408 -3.7634 0.9760
H 1.7508 -5.7283 -0.1520
H 0.1817 -5.8582 0.5893
H 1.6313 -6.5744 1.4129
C 4.1669 5.8489 4.9059
C 4.0953 5.1849 3.5863
O 2.9033 5.1810 3.0854
O 5.0826 4.6678 3.0113
H 5.2047 5.9701 5.2198
H 3.6861 5.1662 5.5294
H 3.5094 6.7250 4.8002
C 0.4744 4.5637 -3.4818
C 0.0781 3.3825 -2.5931
O 0.9826 2.5789 -2.2354
O -1.1234 3.2757 -2.2448
H 1.5351 4.6760 -3.7982
H 0.0536 5.5390 -3.1085
H -0.0363 4.3192 -4.4756
C -6.4199 -2.9001 3.9116
C -5.2532 -2.8698 2.9579
O -5.4312 -2.6334 1.7307
O -4.1488 -3.1859 3.5119
H -7.2219 -2.3072 3.4947
H -6.1304 -2.5114 4.9064
H -6.7732 -3.9096 4.0538
C -5.2211 0.4192 -6.0544
C -4.0632 -0.3868 -5.5674
O -3.6160 -1.3276 -6.3335
O -3.5623 -0.2229 -4.4498
H -5.2135 0.4718 -7.1391
H -5.2200 1.4360 -5.6791
H -6.1421 -0.0574 -5.7469
C 1.7962 -2.7480 -1.8485
C 2.0467 -1.7356 -3.0264
O 1.8439 -0.4848 -2.8476
O 2.3036 -2.2537 -4.1504
H 0.6811 -2.8458 -1.7996
H 2.1500 -2.5061 -0.8716
H 2.2255 -3.6759 -2.2003
C -1.0365 0.4987 4.5432
C -1.5002 1.8297 4.0356
O -2.1859 2.5872 4.7606
O -1.0377 2.1355 2.9119
H -1.3117 0.1405 5.5576
H 0.0595 0.5180 4.4697
H -1.5321 -0.1837 3.8406
*
```